17
Properties=species:S:1:pos:R:3 method="wB97M-V/def2-TZVPD" homo_ev="-7.46 / -7.42" total_energy_ha=-3082.6714 charge=0 smiles="NC1=C(Br)C=NC[C@@H]1[N+](=O)[O-]" relative_energy_ev=5.998 orbital_gap_ev="6.9 / 6.8"
C -1.640 0.340 1.321
C -0.417 -0.190 1.716
C 0.888 0.041 0.404
C -1.044 0.981 -0.906
C 0.303 0.198 -0.928
N -1.952 0.798 0.165
N 2.142 -0.233 0.691
N 0.079 -1.163 -1.560
O -0.498 -1.170 -2.618
O 0.517 -2.123 -0.975
Br 0.286 -0.334 3.433
H -2.450 0.301 2.045
H -0.821 2.055 -0.965
H -1.570 0.719 -1.832
H 0.991 0.702 -1.618
H 2.383 -0.427 1.654
H 2.804 -0.496 -0.027


33
Properties=species:S:1:pos:R:3 method="wB97M-V/def2-TZVPD" homo_ev="-0.58 / -3.30" total_energy_ha=-3491.6290 s_squared=3.79 charge=-2 multiplicity=4 orbital_gap_ev="4.8 / 7.3"
O -1.366 0.154 -1.103
V -0.039 0.339 -0.239
C 2.256 0.985 1.039
O 1.268 0.300 1.493
O 3.471 0.702 1.116
O 1.989 1.241 -0.214
Cl -1.168 3.130 1.014
O -1.567 1.786 1.367
O -2.286 4.041 1.025
O -0.206 3.561 2.025
O -0.578 2.988 -0.292
Cl 1.990 -2.142 -2.240
O 2.082 -3.572 -2.019
O 3.217 -1.503 -1.838
O 1.644 -1.812 -3.601
O 0.984 -1.600 -1.323
C 1.315 2.621 -4.507
N 1.531 1.639 -3.439
O 0.589 1.362 -2.726
O 2.669 1.262 -3.251
H 0.572 3.321 -4.127
H 0.996 2.170 -5.442
H 2.227 3.192 -4.664
C -2.658 -3.253 3.248
C -2.287 -2.069 4.080
O -1.983 -1.135 3.084
C -1.543 -1.825 1.992
O -0.981 -1.334 1.075
O -1.839 -3.129 2.119
F -1.182 -2.371 4.828
H -3.719 -3.357 3.010
H -2.379 -4.146 3.814
H -3.019 -1.546 4.696


17
Properties=species:S:1:pos:R:3 method="wB97M-V/def2-TZVPD" homo_ev=-7.81 total_energy_ha=-1697.4037 charge=0 smiles="COCn1c(Cl)c(Cl)[nH]c1=S" relative_energy_ev=0.000 orbital_gap_ev=8.3
C 2.548 0.499 -0.062
C 1.525 -0.424 -0.280
C 0.498 1.535 0.128
C -2.227 -1.173 0.794
C -0.795 -0.480 -0.864
N 1.842 1.669 0.237
N 0.322 0.169 -0.193
O -1.231 -1.500 -0.074
S -0.630 2.717 0.159
Cl 4.229 0.322 0.282
Cl 1.634 -1.968 -0.917
H -2.547 -2.060 1.393
H -3.285 -0.966 0.250
H -2.089 -0.328 1.567
H -0.503 -0.902 -1.733
H -1.545 0.295 -1.120
H 2.254 2.595 0.432


17
Properties=species:S:1:pos:R:3 method="wB97M-V/def2-TZVPD" homo_ev="-8.31 / -8.92" total_energy_ha=-1697.2697 charge=0 relative_energy_ev=3.646 orbital_gap_ev="6.9 / 7.4"
C 0.525 -1.060 0.319
C 2.198 0.497 -0.084
C -0.417 0.123 0.274
C -0.606 0.306 -1.218
C -1.780 -0.296 0.962
N 1.881 -0.712 0.078
N 0.286 1.162 0.895
O 0.189 -2.183 0.544
S 3.230 1.556 -0.607
Cl 2.916 -2.118 0.060
Cl -0.021 2.785 0.452
H -1.428 0.995 -1.403
H -1.049 -0.484 -1.659
H 0.248 0.708 -1.808
H -1.773 -0.071 1.940
H -1.915 -1.335 0.880
H -2.483 0.127 0.376


19
Properties=species:S:1:pos:R:3 method="wB97M-V/def2-TZVPD" homo_ev=-8.94 total_energy_ha=-2253.2925 charge=0 relative_energy_ev=1.655 orbital_gap_ev=9.0
C 2.963 0.578 1.073
C -3.684 -0.479 -0.616
C -2.570 -0.763 0.041
C -4.620 0.538 -0.106
C 5.274 -0.031 0.464
N 3.977 0.030 1.045
O 1.843 0.869 1.259
O -0.343 0.708 -0.823
O 1.888 -0.159 -1.363
S 0.733 -0.204 -0.476
Cl -3.951 -1.314 -2.011
Cl -2.073 0.058 1.461
Cl -1.585 -2.149 -0.383
H -5.674 0.182 -0.167
H -4.511 1.421 -0.905
H -4.260 0.932 0.883
H 5.103 0.178 -0.632
H 5.933 0.701 0.777
H 5.556 -1.095 0.480


14
Properties=species:S:1:pos:R:3 method="wB97M-V/def2-TZVPD" homo_ev="-9.24 / -8.70" total_energy_ha=-829.2146 charge=0 relative_energy_ev=4.832 orbital_gap_ev="9.2 / 8.4"
C 0.240 1.432 1.490
C -0.122 1.876 0.342
C -0.973 -0.049 -0.676
C -0.116 -0.982 0.169
C 1.208 -1.407 -0.377
O -0.380 1.267 -0.868
F -0.861 -1.877 0.905
Cl -2.815 -0.080 -0.052
H 0.559 1.781 2.504
H -0.290 2.883 0.091
H -1.062 -0.354 -1.688
H 1.582 -0.486 -1.066
H 1.102 -2.180 -1.121
H 1.927 -1.824 0.348